# 1
This record from the OMol25 dataset describes one molecule with the formula C6H12O. The level of theory is ωB97M-V with the def2-TZVPD basis set.

Structure (SMILES): C=CCC[C@H](C)O
LUMO energy, eV: 1.00
Molar mass, g/mol: 100.16
Energy relative to the best compared isomer or geometry (same formula, charge and spin), kcal per mole: 27.4
Gap between HOMO and LUMO, eV: 10.65
Energy, Ha: -311.01554

Geometry (Å):
O 0.862 -1.487 1.853
C 1.900 -0.405 -0.083
C 0.657 -0.548 0.806
C -1.711 0.063 0.165
C -0.436 1.559 -1.446
C -0.618 -0.995 0.072
C -1.371 1.365 -0.517
H -0.374 2.508 -1.970
H 1.655 -1.217 2.333
H 1.823 -0.960 -1.024
H 0.451 0.455 1.226
H 0.290 0.804 -1.737
H -0.411 -1.221 -0.982
H -1.959 0.239 1.224
H 2.793 -0.772 0.434
H 2.065 0.647 -0.329
H -2.634 -0.310 -0.304
H -0.960 -1.924 0.541
H -2.022 2.201 -0.263

These are the Löwdin partial charges, in e, on atoms 1 to 6:
1. O -0.049
2. C -0.055
3. C -0.439
4. C -0.215
5. C 0.003
6. C -0.166

=====

# 2
This record from the OMol25 dataset describes a 3-piece molecular cluster, C18H38IN3O4P overall. The level of theory is ωB97M-V with the def2-TZVPD basis set.

LUMO energy, eV: -3.96
Molar mass, g/mol: 518.40
Gap between HOMO and LUMO, eV: 6.93
Net charge: +1
Energy, Ha: -1812.27085

Geometry (Å):
I 0.758 -2.741 2.734
P 2.617 -0.198 0.639
O 3.514 -8.830 3.945
O -3.650 8.383 -4.370
O 2.661 -6.318 2.622
O -2.797 5.870 -3.047
N -1.436 2.558 -3.651
N -0.482 -0.546 0.889
N -1.368 0.174 -1.277
C -2.520 7.187 -2.559
C -1.732 1.214 -3.571
C -2.466 0.496 -2.272
C 4.272 -9.142 2.781
C -0.219 0.292 3.276
C 3.649 -1.523 -0.270
C 3.253 1.592 0.254
C -1.643 0.828 3.956
C 0.142 0.293 -1.355
C -0.556 -1.033 2.343
C 1.613 -7.042 1.987
C -3.625 8.171 -2.955
C 0.787 -0.175 0.094
C -4.698 7.658 -5.005
C 2.686 -6.529 4.037
C -2.039 5.558 -4.211
C -1.785 -0.346 0.098
C 3.791 -7.513 4.434
H -3.414 9.140 -2.492
H 0.167 1.199 2.607
H -2.455 4.650 -4.657
H 1.708 -6.869 4.400
H -3.185 1.300 -1.780
H 3.825 -7.581 5.526
H 2.370 2.179 -0.292
H -4.530 7.687 -6.085
H 4.228 -8.342 2.039
H 3.156 -1.970 -1.234
H 4.723 -1.043 -0.469
H -4.603 7.832 -2.592
H -1.778 3.007 -2.758
H 0.652 -6.567 2.205
H -3.128 -0.434 -2.557
H -4.722 6.613 -4.685
H -1.671 -1.421 2.524
H 3.856 -10.050 2.336
H 5.313 -9.334 3.059
H 1.590 -8.087 2.307
H -1.539 7.535 -2.904
H -1.416 0.486 -4.448
H 2.897 -5.560 4.500
H -5.660 8.133 -4.787
H -0.999 5.367 -3.934
H 3.352 2.117 1.320
H 4.772 -7.166 4.088
H -2.426 0.966 3.073
H -2.084 6.358 -4.953
H 1.781 -7.014 0.908
H 0.709 0.684 -2.320
H 3.831 -2.411 0.494
H 4.245 1.612 -0.366
H -2.862 -0.539 0.532
H -2.486 7.119 -1.466
H -2.050 0.067 4.756
H -1.492 1.897 4.461
H 0.593 0.103 4.099

These are the Löwdin partial charges, in e, on atoms 1 to 6:
1. I 0.821
2. P 0.815
3. O -0.192
4. O -0.193
5. O -0.225
6. O -0.211

=====

# 3
This record from the OMol25 dataset describes C28H71CrN6O12 as an isolated structure. The level of theory is ωB97M-V with the def2-TZVPD basis set.

LUMO energy (alpha / beta), eV: -2.71 / -3.03
Molar mass, g/mol: 735.90
Energy relative to the best compared isomer or geometry (same formula, charge and spin), kcal per mole: 0.0
Gap between HOMO and LUMO (alpha / beta), eV: 6.60 / 6.28
Net charge: +1
2S+1: 5
Energy, Ha: -3384.84115

Geometry (Å):
Cr -2.240 2.202 1.538
O -1.255 -0.551 -4.375
O -3.120 3.104 -0.365
O 0.323 1.920 -1.091
O 4.305 3.493 0.462
O -2.272 0.166 2.615
O -1.770 -4.748 -0.283
O 0.655 -0.120 -0.425
O -4.805 -3.189 -4.871
O -1.127 2.476 3.473
O 7.160 -0.421 2.043
O -1.087 0.946 0.235
O 4.491 -2.253 -0.470
N 5.006 0.553 -0.196
N -4.196 1.276 1.193
N -3.625 -1.702 -2.653
N 1.031 -2.709 0.884
N -0.672 3.710 1.128
N -0.013 0.905 -0.447
C -6.075 -3.730 -5.208
C -4.545 0.694 2.508
C -0.015 3.414 3.436
C -1.167 -0.661 2.900
C 3.812 2.710 -0.629
C 4.435 4.851 0.100
C -3.549 -0.366 2.919
C -2.552 3.608 -1.575
C 0.498 3.471 2.010
C -1.355 2.030 4.817
C 3.728 1.255 -0.181
C 0.337 -3.602 -0.061
C 3.119 -2.555 -0.610
C 1.475 4.642 1.871
C -5.155 2.311 0.757
C 7.249 0.219 0.801
C -4.236 -3.797 -3.726
C -3.085 -2.937 -3.287
C -0.231 -1.263 -3.712
C -1.141 -3.611 0.271
C 8.117 -1.436 2.210
C 5.295 -3.381 -0.179
C 2.478 -2.857 0.762
C -2.111 0.141 -3.496
C -3.166 -4.671 -0.184
C 6.047 1.151 0.608
C -4.544 3.067 -0.427
C -2.679 -0.660 -2.291
H -0.320 3.496 0.188
H 4.578 5.457 0.997
H -3.223 0.064 -1.670
H 5.122 -3.757 0.834
H -0.626 -1.958 -2.965
H -4.989 4.066 -0.432
H 2.629 -1.699 -1.070
H -6.822 -3.463 -4.454
H -1.589 -2.673 -0.091
H 2.385 4.455 2.442
H -4.615 1.496 3.248
H 2.787 -3.864 1.074
H 5.078 -4.190 -0.881
H -6.347 -3.198 -6.120
H 0.468 -3.287 -1.105
H 0.382 -1.794 -4.430
H -2.461 -2.664 -4.142
H -3.631 -5.573 -0.576
H 4.970 -0.465 -0.238
H 7.277 -0.466 -0.061
H -1.301 -3.664 1.357
H -4.297 0.530 0.505
H -3.052 4.520 -1.905
H -5.014 -3.913 -2.959
H -2.122 1.263 4.786
H -1.501 3.847 -1.455
H -0.453 1.715 5.336
H 3.471 5.212 -0.292
H 5.250 4.974 -0.618
H 1.029 5.574 2.217
H -1.531 1.000 -3.133
H -1.792 2.873 5.364
H 6.366 2.091 0.157
H -3.437 -4.513 0.869
H 9.137 -1.061 2.080
H -6.075 1.846 0.388
H 3.010 -3.465 -1.207
H -1.211 -1.083 3.914
H 3.257 1.228 0.814
H 1.721 4.712 0.812
H -3.010 0.517 -3.987
H 8.000 -1.855 3.207
H 0.372 -0.580 -3.099
H 8.189 0.777 0.703
H -4.781 2.545 -1.359
H -2.635 2.814 -2.319
H -1.068 -1.557 2.278
H 5.728 1.405 1.629
H -5.555 0.266 2.498
H -1.887 -1.036 -1.639
H 0.973 2.517 1.784
H -3.702 -1.328 2.416
H -3.898 -4.817 -3.956
H 0.757 3.120 4.145
H -0.461 4.367 3.738
H 2.808 3.061 -0.891
H 6.336 -3.070 -0.206
H -0.934 4.692 1.096
H -6.011 -4.805 -5.383
H 7.949 -2.257 1.501
H -0.249 -0.086 2.816
H -3.645 -3.849 -0.732
H -2.398 -3.367 -2.555
H -5.487 2.902 1.612
H 3.000 -2.320 1.564
H 4.528 2.818 -1.448
H -4.229 -1.334 -3.387
H 0.717 -4.627 -0.052
H -3.610 -0.613 3.986
H 0.878 -1.777 0.493
H 3.047 0.707 -0.833

These are the Löwdin partial charges, in e, on atoms 1 to 6:
1. Cr 0.901
2. O -0.167
3. O -0.277
4. O 0.000
5. O -0.234
6. O -0.303

=====

# 4
This record from the OMol25 dataset describes a 15-piece molecular cluster, C20H70O15 overall. The level of theory is ωB97M-V with the def2-TZVPD basis set.

LUMO energy, eV: 0.03
Molar mass, g/mol: 550.77
Energy relative to the best compared isomer or geometry (same formula, charge and spin), kcal per mole: 39.0
Gap between HOMO and LUMO, eV: 9.92
Energy, Ha: -1932.35826

Geometry (Å):
O 3.302 5.230 1.088
O -6.515 -2.357 2.698
O 2.018 -5.119 2.751
O 7.111 3.481 1.397
O -1.903 3.251 3.488
O -0.772 -4.587 -2.341
O -3.718 0.906 -4.741
O 3.406 -2.001 5.080
O 1.838 3.858 4.021
O -3.467 -1.479 -1.714
O 4.275 0.638 -4.489
O -6.968 4.746 0.148
O -1.532 1.318 0.088
O -3.534 6.712 -3.297
O -2.671 -5.329 6.315
C -3.087 0.449 -5.929
C 3.372 -0.850 -6.209
C -2.684 5.778 -3.813
C 1.336 -5.135 -3.338
C 2.780 -4.861 1.645
C -5.643 -1.247 2.812
C 7.175 2.330 0.589
C -1.311 -5.127 6.755
C 4.822 -2.066 5.099
C 3.501 -0.559 -4.679
C -0.090 -4.806 -3.520
C -6.328 3.543 -0.237
C -1.568 0.671 -5.845
C -7.296 2.429 -0.535
C -0.081 -0.144 1.057
C 5.761 1.886 0.146
C -1.448 5.621 -2.922
C -1.216 -3.613 6.670
C -0.125 1.119 0.220
C 5.343 -1.325 3.885
H 2.735 -1.724 -6.343
H 4.211 5.350 1.362
H -2.874 -2.219 -1.846
H 0.894 -0.273 1.527
H 1.453 -5.960 -2.635
H -1.047 0.231 -6.695
H -1.182 -3.382 5.606
H -2.472 5.973 -4.865
H -3.166 4.801 -3.858
H 3.110 -1.228 5.567
H -5.660 3.351 0.602
H 1.893 -4.293 -2.928
H 2.956 0.019 -6.721
H -8.204 2.394 0.067
H -0.666 5.025 -3.393
H 4.375 -1.009 -6.605
H 3.854 -4.831 1.830
H -4.332 -1.878 -1.624
H 7.700 1.572 1.169
H -1.748 5.197 -1.963
H -1.306 1.729 -5.821
H -0.859 -0.216 1.818
H 0.891 3.745 3.936
H -6.068 -0.253 2.666
H -0.072 -3.881 -4.096
H -3.380 0.360 -4.027
H 4.903 -1.805 3.010
H 3.985 -1.364 -4.125
H -2.820 -6.271 6.204
H 2.009 3.757 4.957
H -0.265 -1.051 0.482
H -0.557 -5.603 6.129
H -1.012 6.607 -2.768
H 5.650 0.841 -0.146
H 2.190 -4.453 3.420
H -1.985 -3.105 7.253
H 2.903 4.725 1.796
H -0.691 -5.365 -1.785
H -3.307 -0.616 -6.008
H -5.687 3.823 -1.073
H -6.524 -2.599 1.769
H 1.883 -5.353 -4.255
H -1.164 -5.502 7.767
H 7.952 3.816 1.717
H 5.117 -3.115 5.128
H 5.182 0.338 -4.391
H 0.355 0.927 -0.739
H -2.200 4.161 3.467
H 0.387 1.953 0.700
H 5.486 2.510 -0.703
H -2.269 2.861 2.694
H 7.794 2.490 -0.294
H -4.923 -1.390 2.006
H 5.037 2.030 0.948
H -1.223 0.397 -4.848
H 2.506 -0.541 -4.234
H 2.571 -5.545 0.822
H -3.405 1.020 -6.802
H 6.430 -1.374 3.825
H -6.384 5.501 0.049
H -0.231 -3.195 6.874
H -0.617 -5.617 -4.022
H 2.518 -3.855 1.314
H -7.600 2.448 -1.581
H -3.681 6.488 -2.375
H 5.045 -0.276 3.889
H -1.971 0.580 -0.340
H 5.233 -1.508 5.940
H -5.042 -1.250 3.721
H -6.692 1.524 -0.467

These are the Löwdin partial charges, in e, on atoms 1 to 6:
1. O -0.056
2. O -0.115
3. O -0.103
4. O -0.085
5. O -0.049
6. O -0.065

=====

# 5
This record from the OMol25 dataset describes C39H31F10N4OPS2Sc as an isolated structure. The level of theory is ωB97M-V with the def2-TZVPD basis set.

LUMO energy (alpha / beta), eV: 3.88 / 2.92
Molar mass, g/mol: 901.75
Energy relative to the best compared isomer or geometry (same formula, charge and spin), kcal per mole: 34.2
Gap between HOMO and LUMO (alpha / beta), eV: 6.44 / 5.49
Net charge: -2
2S+1: 2
Energy, Ha: -4696.57354

Geometry (Å):
Sc -0.585 2.187 0.281
S 4.144 0.034 0.028
S 2.099 1.969 -1.237
P -0.273 5.753 -0.771
F -0.217 5.610 -2.360
F 5.130 -2.508 6.704
F -1.478 3.102 1.626
F -0.262 7.352 -0.858
F -1.889 5.708 -0.835
F 6.320 -0.701 6.681
F -0.356 5.778 0.818
F -0.323 4.020 -0.709
F 1.312 5.664 -0.699
F 4.614 -0.871 7.999
O -1.440 1.529 -1.409
N -3.580 1.854 0.383
N -0.489 -6.893 -0.501
N 1.697 -0.586 -0.371
N 0.381 -0.270 -0.709
C -0.657 -5.854 -0.036
C -5.775 0.981 -0.026
C 2.473 0.433 -0.535
C 5.143 -2.345 -3.909
C 4.651 0.304 4.748
C 5.045 0.557 -1.444
C -2.269 -1.744 -2.703
C 5.449 -1.517 -2.837
C 4.772 -0.312 -2.644
C -5.372 3.303 -0.248
C 0.631 -2.126 -2.296
C -4.002 -0.199 -3.276
C -4.438 0.837 0.303
C -4.051 3.069 0.107
C -2.407 -2.775 1.119
C -0.139 -1.023 -1.600
C 1.576 0.969 2.730
C 3.803 0.814 3.776
C 0.184 -3.814 1.080
C -3.509 -1.505 -3.284
C 4.174 -0.597 5.690
C 1.995 -0.478 4.685
C -1.349 -2.037 1.703
C 2.842 -0.989 5.651
C 0.834 1.381 1.852
C -0.886 -4.545 0.550
C 3.452 -0.792 -4.613
C 2.454 0.441 3.729
C 3.771 0.043 -3.545
C 4.137 -1.985 -4.803
C -7.714 2.459 -0.681
C -0.040 -2.580 1.643
C 5.057 -1.159 6.754
C -2.056 0.572 -2.030
C -2.179 -4.010 0.557
C -3.284 0.819 -2.674
C -1.560 -0.808 2.343
C -1.528 -0.741 -2.076
C -6.267 2.247 -0.314
H -5.690 4.314 -0.476
H 3.883 -2.638 -5.630
H -1.860 -2.750 -2.730
H 0.273 -3.112 -1.980
H 1.690 -2.054 -2.063
H -4.064 -2.311 -3.751
H 5.677 -3.280 -4.039
H 2.467 -1.697 6.382
H -6.415 0.106 -0.086
H -4.026 -0.154 0.481
H -3.341 3.888 0.171
H 6.101 0.533 -1.165
H 4.739 1.587 -1.630
H 5.691 0.604 4.767
H -8.013 1.794 -1.494
H -3.655 1.838 -2.657
H -2.992 -4.573 0.115
H 2.653 -0.510 -5.291
H -4.956 0.025 -3.744
H 1.189 -4.212 1.020
H 3.212 0.958 -3.371
H -2.540 -0.344 2.376
H -8.366 2.248 0.169
H 0.489 -2.059 -3.377
H -3.408 -2.361 1.124
H -0.740 -0.274 2.805
H 4.170 1.499 3.022
H 6.213 -1.813 -2.123
H 0.956 -0.783 4.658
H 0.790 -1.983 2.008
H -7.895 3.486 -0.996

These are the Löwdin partial charges, in e, on atoms 1 to 6:
1. Sc 0.918
2. S 0.843
3. S 0.573
4. P 0.165
5. F -0.137
6. F 0.120

=====

# 6
This record from the OMol25 dataset describes a 2-piece molecular cluster, CH2O2S overall. The level of theory is ωB97M-V with the def2-TZVPD basis set.

Structure (SMILES): O=C=S.O
LUMO energy, eV: 0.52
Molar mass, g/mol: 78.09
Energy relative to the best compared isomer or geometry (same formula, charge and spin), kcal per mole: 4.5
Gap between HOMO and LUMO, eV: 10.87
Energy, Ha: -587.97959

Geometry (Å):
S 2.839 -2.124 0.460
O 0.286 -0.146 0.127
O 1.326 -1.611 2.622
C 1.942 -1.778 1.664
H -0.584 0.221 0.203
H 0.838 0.361 -0.621

Formally, the Löwdin partial charges of the atoms, in units of the elementary charge, are as follows:
1. S 0.785
2. O -0.122
3. O 0.112
4. C -0.912
5. H 0.016
6. H 0.121

=====

# 7
This record from the OMol25 dataset describes C3H4OS as an isolated structure. The level of theory is ωB97M-V with the def2-TZVPD basis set.

LUMO energy, eV: 0.48
Molar mass, g/mol: 88.13
Energy relative to the best compared isomer or geometry (same formula, charge and spin), kcal per mole: 12.2
Gap between HOMO and LUMO, eV: 10.13
Energy, Ha: -590.10523

Geometry (Å):
S 0.499 -1.659 0.051
O -2.177 -0.973 -0.113
C -0.355 0.551 0.119
C 1.096 0.063 -0.246
C -1.009 -0.721 -0.103
H -0.376 0.875 1.226
H -0.879 1.444 -0.291
H 1.786 0.228 0.583
H 1.415 0.192 -1.225

These are the Löwdin partial charges, in e, on atoms 1 to 6:
1. S 0.932
2. O 0.062
3. C -0.241
4. C -0.371
5. C -0.769
6. H 0.151